Record 1
Entry from OMol25: a structure of composition C37H45N9STi (the ωB97M-V functional and the def2-TZVPD basis).

The total energy comes out at -3177.1157 a.u. The relative energy (zero: lowest compared OMol25 entry of this formula, charge and spin) comes out at 0.00 kJ/mol. The calculation puts the HOMO energy (spin up / spin down) at -11.73 / -12.93 eV. For the largest force on an atom, the calculation gives 0.0050 Eh/bohr. The net charge is +2. As for the spin multiplicity: 3.

Cartesian coordinates (Å):
Ti 0.1539 -0.4079 0.5792
C 1.2878 -3.2950 -0.0475
N -0.0413 -2.6743 0.0500
C -0.8285 -3.3502 1.0929
C -0.3704 -2.8966 2.4568
C -0.5259 -3.6948 3.5785
C -0.1049 -3.2136 4.8057
C 0.4753 -1.9546 4.8709
C 0.5969 -1.2239 3.7058
N 0.1745 -1.6739 2.5148
C -0.7359 -2.6937 -1.2454
C -1.9819 -1.8520 -1.1656
C -3.1262 -2.1738 -1.8761
C -4.2386 -1.3557 -1.7706
C -4.1754 -0.2404 -0.9503
C -2.9990 0.0077 -0.2705
N -1.9176 -0.7768 -0.3631
C 2.3428 -2.3416 -0.5410
C 3.5327 -2.8222 -1.0677
C 4.5160 -1.9238 -1.4364
C 4.2719 -0.5651 -1.2875
C 3.0577 -0.1713 -0.7658
N 2.1043 -1.0344 -0.3840
H 1.5811 -3.6235 0.9520
H 1.2591 -4.1881 -0.6811
H -1.8802 -3.0904 0.9635
H -0.7551 -4.4398 1.0071
H -0.9645 -4.6798 3.4852
H -0.2156 -3.8164 5.6982
H 0.8351 -1.5479 5.8056
H 1.0547 -0.2439 3.7001
H -0.0578 -2.2718 -1.9916
H -0.9801 -3.7129 -1.5677
H -3.1388 -3.0570 -2.5007
H -5.1448 -1.5893 -2.3145
H -5.0192 0.4249 -0.8331
H -2.9100 0.8725 0.3759
H 3.6778 -3.8890 -1.1821
H 5.4575 -2.2732 -1.8397
H 5.0072 0.1748 -1.5701
H 2.8242 0.8789 -0.6431
N -1.8087 1.0217 -4.0167
C -1.0930 -0.1194 -4.3070
N 0.1143 -0.3139 -3.8846
C 0.5684 -1.5630 -4.3112
C 1.8296 -2.0869 -4.0390
C 2.1302 -3.3644 -4.4769
C 1.1923 -4.1219 -5.1848
C -0.0614 -3.6093 -5.4706
C -0.3580 -2.3258 -5.0259
S -1.8233 -1.4073 -5.2290
H -1.2345 1.8509 -3.9452
H -2.6375 1.1788 -4.5694
H 2.5551 -1.4850 -3.5051
H 3.1124 -3.7793 -4.2865
H 1.4527 -5.1136 -5.5301
H -0.7814 -4.1886 -6.0339
N 0.0570 1.1503 -1.2903
C 0.3162 2.5371 -1.0534
C -0.6181 3.2972 -0.3586
C -0.3552 4.6244 -0.0578
C 0.8472 5.2058 -0.4412
C 1.7704 4.4522 -1.1507
C 1.5063 3.1237 -1.4645
H -0.9181 1.0256 -1.5442
H 0.5730 0.7893 -2.0914
H -1.5560 2.8443 -0.0519
H -1.0972 5.2110 0.4706
H 1.0506 6.2433 -0.2122
H 2.6962 4.9042 -1.4829
H 2.2136 2.5566 -2.0603
C -2.8677 2.1550 2.8325
C -1.5077 1.4852 2.9474
N -0.4058 2.4160 3.1801
C -0.5933 3.3865 4.2743
C -1.0910 4.7575 3.8382
C 0.7670 2.3064 2.5296
C 1.8285 3.3275 2.8322
N 1.0044 1.3505 1.6702
H -3.6252 1.3964 2.6297
H -2.8834 2.8920 2.0276
H -3.1594 2.6528 3.7562
H -1.2992 0.9555 2.0184
H -1.5256 0.7349 3.7436
H 0.3434 3.4815 4.8187
H -1.2990 2.9345 4.9726
H -0.4123 5.2251 3.1247
H -1.1614 5.4099 4.7091
H -2.0765 4.7064 3.3783
H 2.2320 3.1778 3.8346
H 1.4397 4.3412 2.7725
H 2.6438 3.2324 2.1199
H 1.9068 1.5366 1.2473

Forces on atoms 1 to 6 (eV/Å):
Ti 0.10 -0.01 0.16
C -0.02 0.05 -0.02
N -0.04 -0.03 -0.10
C 0.07 0.06 0.04
C -0.03 -0.04 -0.05
C 0.02 -0.01 -0.05

***

Record 2
Entry from OMol25: a structure of composition C37H46AsCoN4O2PSSi2 (the ωB97M-V functional and the def2-TZVPD basis).

The total energy comes out at -6744.1798 a.u. The relative energy (zero: lowest compared OMol25 entry of this formula, charge and spin) comes out at 0.00 kJ/mol. The calculation puts the HOMO energy (spin up / spin down) at -6.00 / -6.08 eV. For the largest force on an atom, the calculation gives 0.0184 Eh/bohr. The net charge is 0. As for the spin multiplicity: 2.

Cartesian coordinates (Å):
Co 0.7373 0.0563 -0.1529
O 2.9864 -1.2977 0.1951
C 2.1845 -0.6369 0.8324
C 2.4284 -0.3290 2.2883
C 3.5911 -0.6855 2.9579
C 3.7710 -0.2665 4.2669
C 2.7996 0.5067 4.8973
C 1.6326 0.8577 4.2330
C 1.4444 0.4286 2.9251
P 0.0160 0.7522 1.8516
C -0.7828 2.2498 2.5203
C -1.6196 2.2123 3.6345
C -2.1506 3.3849 4.1508
C -1.8561 4.6050 3.5580
C -1.0348 4.6516 2.4407
C -0.5027 3.4782 1.9241
C -1.1814 -0.5354 2.3353
C -0.8585 -1.5999 3.1647
C -1.7834 -2.6134 3.3901
C -3.0335 -2.5622 2.7965
C -3.3673 -1.4895 1.9778
C -2.4456 -0.4862 1.7478
H 4.3397 -1.2710 2.4393
H 4.6767 -0.5281 4.7989
H 2.9558 0.8397 5.9158
H 0.8815 1.4593 4.7304
H -1.8608 1.2614 4.0938
H -2.7977 3.3450 5.0177
H -2.2717 5.5182 3.9643
H -0.8105 5.5996 1.9684
H 0.1253 3.5156 1.0419
H 0.1222 -1.6610 3.6200
H -1.5181 -3.4485 4.0259
H -3.7460 -3.3601 2.9616
H -4.3407 -1.4498 1.5056
H -2.7002 0.3376 1.0887
N 1.9805 -0.3128 -2.9799
C 2.5018 0.7726 -2.3839
N 2.1489 1.2097 -1.2053
C 2.8693 2.3432 -0.8555
C 2.7942 3.0048 0.3652
C 3.5802 4.1241 0.5744
C 4.4438 4.5908 -0.4161
C 4.5454 3.9290 -1.6284
C 3.7599 2.8049 -1.8311
S 3.6997 1.7466 -3.2150
H 1.4671 -0.9812 -2.3851
H 2.4817 -0.7093 -3.7568
H 2.1425 2.6210 1.1371
H 3.5298 4.6387 1.5254
H 5.0502 5.4678 -0.2336
H 5.2271 4.2769 -2.3934
N -0.6896 0.8742 -1.3214
C -1.5911 1.2976 -1.8978
N -2.6300 1.7582 -2.5690
C -2.4621 2.1343 -3.9782
C -2.2346 3.6338 -4.0734
O -3.2764 4.3461 -3.4254
C -3.3484 4.0253 -2.0467
C -3.6414 2.5469 -1.8560
H -3.3775 1.8555 -4.5034
H -1.6322 1.5705 -4.4013
H -2.2312 3.9565 -5.1134
H -1.2683 3.8934 -3.6195
H -4.1411 4.6364 -1.6177
H -2.3996 4.2804 -1.5541
H -4.6139 2.2975 -2.2848
H -3.6400 2.2708 -0.8020
C -2.8468 -3.7823 -2.1862
Si -1.1984 -2.9799 -2.6200
C -1.5905 -1.5550 -3.7982
C -0.2281 -4.2274 -3.6520
As -0.1027 -2.2315 -0.7353
Si 1.0234 -4.1359 -0.0587
C -0.1695 -5.5995 -0.0252
C 1.6578 -3.9666 1.7063
C 2.5022 -4.5955 -1.1285
H -3.3610 -4.1527 -3.0778
H -3.4965 -3.0649 -1.6796
H -2.6951 -4.6212 -1.5040
H -2.3617 -1.8538 -4.5135
H -0.7007 -1.2515 -4.3562
H -1.9579 -0.6874 -3.2497
H -0.7752 -4.4440 -4.5747
H -0.0732 -5.1712 -3.1276
H 0.7548 -3.8339 -3.9209
H -1.0872 -5.3157 0.4951
H 0.2747 -6.4514 0.4969
H -0.4470 -5.9316 -1.0274
H 0.8300 -3.9083 2.4166
H 2.2838 -3.0861 1.8323
H 2.2607 -4.8448 1.9568
H 2.2131 -4.7598 -2.1686
H 2.9820 -5.5066 -0.7588
H 3.2335 -3.7846 -1.1022

Forces on atoms 1 to 6 (eV/Å):
Co -0.35 0.07 -0.20
O 0.21 0.26 0.48
C 0.18 -0.65 -0.67
C -0.19 0.33 -0.05
C -0.04 -0.01 0.04
C -0.02 0.00 0.00

***

Record 3
Entry from OMol25: a structure of composition C37H46BF3N8OsS2 at a distorted geometry (the ωB97M-V functional and the def2-TZVPD basis).

The total energy comes out at -3086.6280 a.u. The calculation puts the HOMO energy (spin up / spin down) at -13.91 / -13.91 eV. For the largest force on an atom, the calculation gives 0.0861 Eh/bohr. The net charge is +2.

Cartesian coordinates (Å):
Os 0.0657 -0.2850 -0.1778
C -1.1248 0.1086 -4.6328
C -1.6771 0.9421 -3.4732
C -2.7134 1.9198 -4.0386
C -0.6171 1.6881 -2.7229
C -0.1392 2.9484 -3.0926
C 0.6604 3.3705 -2.0513
N 0.6756 2.4184 -1.1160
N -0.0771 1.3707 -1.5257
B 1.0903 2.6331 0.3467
N -0.1615 2.3793 1.1961
C -0.7263 3.2328 2.0575
C -1.8174 2.6125 2.6271
C -1.8598 1.3381 2.0541
N -0.8426 1.2234 1.1803
C -2.8415 0.2445 2.3034
C -3.7567 0.5595 3.4811
C -3.6478 -0.0324 1.0315
N 2.1323 1.6093 0.7905
C 3.3449 1.8955 1.2653
C 3.9014 0.7314 1.7480
C 2.9480 -0.2699 1.5286
N 1.8695 0.2927 0.9527
C 3.1720 -1.6611 2.0401
C 2.4012 -1.8170 3.3573
C 2.8963 -2.8062 1.0738
H -1.9563 -0.2771 -5.2123
H -0.5129 0.7303 -5.2806
H -0.5256 -0.7243 -4.2882
H -2.1976 0.2865 -2.7685
H -2.2993 2.4883 -4.8662
H -3.5619 1.3549 -4.4178
H -3.0744 2.6116 -3.2820
H -0.3705 3.4876 -3.9875
H 1.2132 4.2791 -1.9290
H 1.4875 3.7272 0.5090
H -0.3197 4.2112 2.2122
H -2.4872 3.0274 3.3475
H -2.2657 -0.6653 2.5448
H -4.3619 1.4372 3.2698
H -4.4291 -0.2743 3.6642
H -3.1810 0.7456 4.3841
H -4.2499 0.8356 0.7760
H -2.9830 -0.2417 0.1917
H -4.3094 -0.8810 1.1846
H 3.7331 2.8921 1.2421
H 4.8640 0.6037 2.1960
H 4.2380 -1.7102 2.2823
H 1.3304 -1.6897 3.2051
H 2.5844 -2.8032 3.7761
H 2.7328 -1.0711 4.0756
H 1.8461 -2.8668 0.8107
H 3.4788 -2.6883 0.1657
H 3.1888 -3.7418 1.5394
S -0.4609 -1.9753 1.4378
C -1.4424 -3.1865 0.6417
N -1.8141 -4.2867 1.3337
C -2.2268 -5.4443 0.5705
C -3.1314 -5.0085 -0.5808
N -2.4697 -3.9955 -1.3704
C -2.4863 -4.1287 -2.8085
C -1.6663 -5.3345 -3.2134
C -0.2997 -5.3589 -2.9363
C 0.4642 -6.4572 -3.2888
C -0.1341 -7.5452 -3.9115
C -1.4946 -7.5243 -4.1944
C -2.2601 -6.4258 -3.8380
C -1.7604 -3.0531 -0.7139
S -1.4574 -1.5432 -1.5409
C -1.7740 -4.3930 2.7717
C -0.7671 -5.4251 3.2161
C -1.1544 -6.5518 3.9322
C -0.2014 -7.4671 4.3436
C 1.1360 -7.2743 4.0230
C 1.5236 -6.1596 3.2907
C 0.5739 -5.2432 2.8846
H -2.7519 -6.1393 1.2246
H -1.3431 -5.9565 0.1702
H -4.0666 -4.5901 -0.1897
H -3.3703 -5.8651 -1.2107
H -2.0690 -3.2228 -3.2535
H -3.5192 -4.2434 -3.1478
H 0.1704 -4.5150 -2.4543
H 1.5237 -6.4668 -3.0772
H 0.4600 -8.4044 -4.1852
H -1.9606 -8.3638 -4.6892
H -3.3157 -6.4109 -4.0638
H -2.7718 -4.6718 3.1280
H -1.5177 -3.4138 3.1842
H -2.1909 -6.7086 4.1877
H -0.5003 -8.3369 4.9084
H 1.8770 -7.9898 4.3453
H 2.5624 -6.0128 3.0375
H 0.8720 -4.3700 2.3256
F 1.3497 -2.5412 -1.4962
C 1.4083 -1.1847 -1.4798
F 2.6922 -0.8763 -1.2434
F 1.1983 -0.8078 -2.7547

Forces on atoms 1 to 6 (eV/Å):
Os -1.60 1.69 0.14
C 0.01 -0.01 0.29
C -0.06 -0.22 -0.09
C -0.04 -0.07 0.25
C -0.03 0.77 -0.60
C -0.12 -0.49 0.11

***

Which value of largest force on an atom does entry 1 give? 0.0050 Eh/bohr